(1)
The following is a DFT calculation (ωB97M-V/def2-TZVPD) of C4H8O2 as an isolated structure.

Properties
Kohn-Sham gap in eV: 10.73
Highest occupied orbital energy in eV: -9.812

The geometry in ORCA input format:
```
! RIJCOSX wB97M-V def2-TZVPD def2/J DEFGRID3
* xyz 0 1
O -0.86 -0.77 -2.05
C -0.75 -0.14 -1.03
C 0.33 -0.39 -0.01
C 1.41 0.66 -0.32
O 1.09 1.41 0.86
C 0.24 0.35 1.33
H -2.14 -1.38 -0.46
H -2.16 -1.11 0.23
H -1.38 0.74 -0.80
H 0.63 -1.44 0.01
H 2.43 0.28 -0.33
H 1.22 1.24 -1.24
H 0.69 -0.18 2.18
H -0.75 0.73 1.64
*
```

The net atomic charges from natural (NBO), expressed in e, are: number 1, O, carries -0.559; number 2, C, carries 0.449; number 3, C, carries -0.393; number 4, C, carries -0.036; number 5, O, carries -0.529; number 6, C, carries -0.054; number 7, H, carries 0.056; number 8, H, carries -0.026; number 9, H, carries 0.122; number 10, H, carries 0.235; number 11, H, carries 0.186; number 12, H, carries 0.184; number 13, H, carries 0.184; number 14, H, carries 0.180

(2)
The following is a DFT calculation (ωB97M-V/def2-TZVPD) of one molecule with the formula C4H8O2.

Properties
Kohn-Sham gap in eV: 10.63
SMILES: CC(=O)[C@@H](C)O
Highest occupied orbital energy in eV: -9.707

The geometry in ORCA input format:
```
! RIJCOSX wB97M-V def2-TZVPD def2/J DEFGRID3
* xyz 0 1
C -0.10 0.45 -1.75
C -0.28 0.63 -0.25
O -1.61 1.01 0.08
C 0.00 -0.68 0.51
O -0.60 -1.68 0.18
C 0.95 -0.65 1.69
H 0.95 0.26 -2.02
H -0.44 1.36 -2.26
H -0.71 -0.39 -2.10
H 0.38 1.41 0.13
H -2.16 0.23 -0.11
H 1.99 -0.73 1.32
H 0.75 -1.50 2.35
H 0.86 0.29 2.23
*
```

The net atomic charges from natural (NBO), expressed in e, are: number 1, C, carries -0.634; number 2, C, carries 0.003; number 3, O, carries -0.699; number 4, C, carries 0.585; number 5, O, carries -0.551; number 6, C, carries -0.724; number 7, H, carries 0.213; number 8, H, carries 0.223; number 9, H, carries 0.222; number 10, H, carries 0.176; number 11, H, carries 0.475; number 12, H, carries 0.241; number 13, H, carries 0.240; number 14, H, carries 0.231

(3)
The following is a DFT calculation (ωB97M-V/def2-TZVPD) of a 2-piece molecular cluster, C4H8O2 overall.

Properties
Kohn-Sham gap in eV: 8.95
SMILES: CCOC=C=O.[H][H]
Highest occupied orbital energy in eV: -8.242

The geometry in ORCA input format:
```
! RIJCOSX wB97M-V def2-TZVPD def2/J DEFGRID3
* xyz 0 1
C -2.11 -0.34 -0.58
C -0.61 -0.31 -0.36
O -0.34 0.74 0.55
C 0.92 1.05 1.00
C 2.17 0.66 0.82
O 3.33 0.51 0.86
H -2.46 0.61 -0.98
H -2.63 -0.54 0.36
H -2.36 -1.14 -1.29
H -0.26 -1.27 0.03
H -0.09 -0.13 -1.32
H 0.89 1.87 1.70
H 1.89 -0.62 -0.84
H 1.81 -1.11 -0.28
*
```

The net atomic charges from natural (NBO), expressed in e, are: number 1, C, carries -0.622; number 2, C, carries -0.050; number 3, O, carries -0.503; number 4, C, carries -0.177; number 5, C, carries 0.587; number 6, O, carries -0.483; number 7, H, carries 0.216; number 8, H, carries 0.216; number 9, H, carries 0.215; number 10, H, carries 0.167; number 11, H, carries 0.167; number 12, H, carries 0.241; number 13, H, carries 0.014; number 14, H, carries 0.013

(4)
The following is a DFT calculation (ωB97M-V/def2-TZVPD) of one molecule with the formula C4H8O2.

Properties
Kohn-Sham gap in eV: 11.29
SMILES: CCOC(C)=O
Highest occupied orbital energy in eV: -10.305

The geometry in ORCA input format:
```
! RIJCOSX wB97M-V def2-TZVPD def2/J DEFGRID3
* xyz 0 1
C -2.23 -0.47 0.37
C -1.08 0.32 -0.20
O 0.06 0.25 0.69
C 1.14 0.83 0.11
O 1.06 1.85 -0.53
C 2.43 0.05 -0.04
H -1.92 -1.49 0.64
H -2.66 0.01 1.25
H -3.02 -0.56 -0.39
H -0.74 -0.13 -1.14
H -1.35 1.36 -0.40
H 3.29 0.60 0.37
H 2.60 -0.02 -1.13
H 2.37 -0.95 0.37
*
```

The net atomic charges from natural (NBO), expressed in e, are: number 1, C, carries -0.627; number 2, C, carries -0.068; number 3, O, carries -0.534; number 4, C, carries 0.802; number 5, O, carries -0.582; number 6, C, carries -0.722; number 7, H, carries 0.215; number 8, H, carries 0.215; number 9, H, carries 0.218; number 10, H, carries 0.171; number 11, H, carries 0.200; number 12, H, carries 0.243; number 13, H, carries 0.246; number 14, H, carries 0.223

Quick one: least stable of them? (3)

(1)
The following is a DFT calculation (ωB97M-V/def2-TZVPD) of a 2-piece molecular cluster, C4H5NO2 overall.

Properties
Kohn-Sham gap in eV: 9.31
SMILES: COC#[N+][O-].C#C
Highest occupied orbital energy in eV: -9.014

The geometry in ORCA input format:
```
! RIJCOSX wB97M-V def2-TZVPD def2/J DEFGRID3
* xyz 0 1
C -0.58 0.98 -1.97
O 0.46 0.17 -1.38
C 0.47 0.17 -0.07
N 0.43 0.96 0.86
O 0.31 0.90 2.09
C 0.32 -1.38 2.25
C 0.37 -1.72 1.07
H -1.55 0.70 -1.57
H -0.37 2.04 -1.76
H -0.54 0.80 -3.05
H 0.28 -1.27 3.31
H 0.41 -2.36 0.21
*
```

The net atomic charges from natural (NBO), expressed in e, are: number 1, C, carries -0.247; number 2, O, carries -0.488; number 3, C, carries 0.498; number 4, N, carries 0.021; number 5, O, carries -0.380; number 6, C, carries -0.134; number 7, C, carries -0.356; number 8, H, carries 0.192; number 9, H, carries 0.193; number 10, H, carries 0.202; number 11, H, carries 0.246; number 12, H, carries 0.252

(2)
The following is a DFT calculation (ωB97M-V/def2-TZVPD) of C4H5NO2 as an isolated structure.

Properties
Kohn-Sham gap in eV: 8.17
Highest occupied orbital energy in eV: -7.740

The geometry in ORCA input format:
```
! RIJCOSX wB97M-V def2-TZVPD def2/J DEFGRID3
* xyz 0 1
N 1.44 0.79 -1.64
C 0.70 0.00 -0.82
C 0.23 0.41 0.39
C -0.84 -0.31 0.91
O -1.26 -0.24 2.20
C -1.31 -1.20 -0.02
O -0.78 -1.03 -1.20
H 2.26 0.47 -2.14
H 1.38 1.80 -1.56
H 0.62 1.28 0.91
H -0.51 0.09 2.71
H -1.92 -2.07 0.27
*
```

The net atomic charges from natural (NBO), expressed in e, are: number 1, N, carries -0.808; number 2, C, carries 0.352; number 3, C, carries -0.344; number 4, C, carries 0.161; number 5, O, carries -0.665; number 6, C, carries 0.144; number 7, O, carries -0.494; number 8, H, carries 0.394; number 9, H, carries 0.380; number 10, H, carries 0.217; number 11, H, carries 0.474; number 12, H, carries 0.188

Quick one: least stable of them? (1)